DFT (ωB97M-V with the def2-TZVPD basis set) results for a 4-piece molecular cluster, C12H33IN3O3 overall in a non-equilibrium geometry.

Results
LUMO energy	0.1109	Eh
HOMO level	-4.4	eV
calculated total energy	-31693.768	eV

Geometry as ORCA input:
```
! wB97M-V def2-TZVPD RIJCOSX def2/J DEFGRID3
* xyz -1 1
I 1.52 -0.84 1.78
C 3.65 -1.60 -1.72
C 3.01 -0.33 -2.21
C 1.51 -0.52 -2.50
O 0.88 0.65 -2.91
C -0.51 0.56 -3.04
N 3.25 0.81 -1.28
H 3.60 -2.31 -2.55
H 3.07 -2.10 -0.94
H 4.64 -1.51 -1.27
H 3.49 0.00 -3.14
H 1.03 -0.99 -1.63
H 1.45 -1.29 -3.28
H -0.98 1.48 -3.40
H -0.91 0.24 -2.07
H -0.81 -0.18 -3.80
H 4.25 0.77 -1.08
H 2.86 0.56 -0.36
C -2.84 -2.54 1.82
C -1.84 -3.54 1.29
C -1.26 -3.08 -0.05
O -2.31 -3.04 -1.01
C -1.90 -2.96 -2.34
N -0.80 -3.81 2.28
H -2.22 -1.66 2.05
H -3.30 -2.88 2.74
H -3.53 -2.19 1.05
H -2.34 -4.50 1.10
H -0.45 -3.74 -0.40
H -0.80 -2.10 0.08
H -1.31 -3.84 -2.59
H -1.35 -2.04 -2.55
H -2.78 -2.93 -2.99
H -0.20 -4.57 1.99
H -0.18 -3.01 2.43
C -1.91 2.63 0.68
C -0.52 3.28 0.87
C -0.20 3.58 2.32
O 0.68 4.68 2.41
C 0.91 5.05 3.75
N 0.50 2.43 0.25
H -2.04 1.61 1.05
H -2.23 2.67 -0.37
H -2.74 3.18 1.16
H -0.57 4.26 0.37
H 0.29 2.70 2.76
H -1.13 3.79 2.88
H 1.43 6.00 3.78
H 1.49 4.31 4.31
H -0.08 5.23 4.19
H 0.14 2.11 -0.65
H 0.40 1.53 0.76
*
```

=====

DFT (ωB97M-V with the def2-TZVPD basis set) results for a 3-piece molecular cluster, C12H33N2O5 overall in a non-equilibrium geometry.

Results
LUMO energy	-0.0679	Eh
HOMO level	-12.2	eV
calculated total energy	-26183.744	eV

Geometry as ORCA input:
```
! wB97M-V def2-TZVPD RIJCOSX def2/J DEFGRID3
* xyz 1 1
O 0.09 1.02 -0.22
H -0.68 1.22 -0.78
H -0.01 0.37 0.63
H 0.75 0.35 -0.67
C 3.32 -0.32 0.00
O 2.24 -0.70 -0.64
C 2.43 -1.42 -1.81
C 0.97 -1.60 -2.29
N 0.42 -0.38 -2.74
C -0.95 -0.47 -3.09
C -1.52 0.94 -3.44
O -1.46 1.69 -2.28
C -1.97 3.03 -2.28
H 3.95 0.53 -0.32
H 4.07 -1.00 0.23
H 3.01 0.22 0.89
H 2.84 -2.40 -1.60
H 2.87 -0.79 -2.46
H 0.35 -2.04 -1.50
H 1.08 -2.36 -3.05
H 0.86 0.01 -3.58
H -1.60 -1.03 -2.26
H -1.10 -0.92 -4.15
H -2.49 0.71 -3.80
H -0.94 1.26 -4.40
H -1.29 3.62 -2.89
H -2.22 3.45 -1.30
H -2.94 3.25 -2.89
C 2.96 0.94 4.77
O 2.31 0.12 4.13
C 1.25 0.58 3.36
C 0.68 -0.70 2.88
N -0.37 -0.36 1.90
C -1.04 -1.63 1.46
C -2.42 -1.33 0.99
O -2.35 -0.19 0.10
C -3.66 0.10 -0.49
H 2.35 1.62 5.37
H 3.41 1.43 4.08
H 3.77 0.48 5.43
H 1.46 1.34 2.55
H 0.51 1.09 4.20
H 0.42 -1.48 3.60
H 1.54 -1.17 2.35
H -1.03 -0.03 2.58
H -1.24 -2.54 2.11
H -0.52 -1.89 0.61
H -2.96 -1.11 1.89
H -3.05 -2.26 0.62
H -4.32 0.20 0.33
H -4.14 -0.59 -1.33
H -3.65 1.14 -0.82
*
```

=====

DFT (ωB97M-V with the def2-TZVPD basis set) results for a 6-piece molecular cluster, C12H33N3O15S3 overall in a non-equilibrium geometry.

Results
SMILES	CCOS(C)(=O)=O.CCOS(C)(=O)=O.CCOS(C)(=O)=O.C[N+](=O)[O-].C[N+](=O)[O-].C[N+](=O)[O-]
LUMO energy	-0.0069	Eh
HOMO level	-10.7	eV
calculated total energy	-80657.861	eV

Geometry as ORCA input:
```
! wB97M-V def2-TZVPD RIJCOSX def2/J DEFGRID3
* xyz 0 1
C 3.30 -4.50 -3.69
N 4.17 -3.32 -4.03
O 5.12 -3.52 -4.75
O 3.82 -2.24 -3.58
H 2.61 -4.59 -4.52
H 2.76 -4.27 -2.78
H 3.96 -5.36 -3.66
C -1.94 -4.45 -2.67
N -0.53 -4.76 -3.01
O -0.06 -4.17 -3.96
O 0.05 -5.60 -2.34
H -2.00 -4.19 -1.62
H -2.53 -5.35 -2.83
H -2.22 -3.56 -3.22
C -2.28 -0.88 3.39
N -2.57 -2.12 4.14
O -2.08 -3.15 3.71
O -3.27 -2.04 5.13
H -2.90 -0.83 2.50
H -1.24 -0.92 3.09
H -2.47 -0.03 4.03
O 1.21 -2.88 -1.46
S 0.72 -2.14 -0.36
O 1.59 -1.29 0.38
O -0.46 -1.24 -0.94
C -0.96 -0.16 -0.14
C -1.90 0.68 -0.97
C -0.15 -3.20 0.74
H -0.15 0.45 0.28
H -1.45 -0.50 0.78
H -2.87 0.20 -1.08
H -1.47 0.78 -1.97
H -1.96 1.67 -0.54
H -0.81 -3.82 0.14
H -0.85 -2.57 1.28
H 0.56 -3.77 1.33
O -1.81 2.33 2.39
S -2.50 3.16 3.33
O -2.38 2.92 4.72
O -2.13 4.67 3.06
C -1.21 4.96 1.99
C -1.82 4.87 0.63
C -4.19 3.17 2.86
H -0.32 4.34 2.06
H -0.84 5.97 2.18
H -2.78 5.39 0.60
H -1.93 3.83 0.31
H -1.15 5.31 -0.11
H -4.70 2.45 3.49
H -4.26 2.97 1.79
H -4.62 4.15 3.07
O 2.80 1.64 -3.40
S 3.55 1.78 -2.20
O 4.67 2.67 -2.13
O 2.48 2.20 -1.11
C 2.93 2.76 0.13
C 1.78 2.62 1.09
C 3.98 0.20 -1.59
H 3.26 3.79 -0.01
H 3.80 2.21 0.51
H 2.00 3.15 2.02
H 1.66 1.56 1.31
H 0.82 2.91 0.68
H 3.23 -0.50 -1.93
H 3.98 0.20 -0.50
H 4.94 -0.06 -2.02
*
```

=====

DFT (ωB97M-V with the def2-TZVPD basis set) results for a 3-piece molecular cluster, C12H33N6O3 overall.

Results
LUMO energy	-0.1038	Eh
HOMO level	-11.3	eV
calculated total energy	-28055.660	eV

Geometry as ORCA input:
```
! wB97M-V def2-TZVPD RIJCOSX def2/J DEFGRID3
* xyz 1 1
C -0.08 -3.40 -0.43
C 0.42 -3.24 -1.86
C 1.80 -2.57 -1.91
C 1.94 -1.45 -2.94
O 2.33 -0.26 -2.18
N 2.33 0.89 -2.98
C 0.98 1.45 -3.34
C 0.03 1.65 -2.15
N -1.04 2.44 -2.73
N 0.68 2.46 -1.14
N -0.47 0.34 -1.71
H -0.44 -2.45 -0.03
H -0.89 -4.12 -0.36
H 0.72 -3.74 0.24
H -0.30 -2.64 -2.43
H 0.47 -4.21 -2.36
H 2.03 -2.13 -0.94
H 2.58 -3.31 -2.09
H 2.72 -1.63 -3.68
H 0.99 -1.24 -3.43
H 2.87 0.71 -3.83
H 2.85 1.57 -2.42
H 0.53 0.79 -4.08
H 1.20 2.42 -3.79
H -1.60 2.87 -2.00
H -1.66 1.85 -3.27
H 0.05 2.60 -0.34
H 1.51 2.02 -0.78
H 0.16 -0.10 -1.05
H -1.36 0.48 -1.23
C -0.60 -5.15 2.89
C -1.03 -3.72 3.12
O -0.26 -2.78 2.94
N -2.31 -3.50 3.52
C -3.35 -4.48 3.77
H 0.44 -5.14 2.60
H -0.72 -5.75 3.80
H -1.19 -5.61 2.10
H -2.52 -2.53 3.68
H -4.21 -4.31 3.12
H -3.68 -4.44 4.81
H -2.97 -5.48 3.58
C -0.81 4.89 2.90
C -0.46 4.51 1.49
O -0.98 3.53 0.95
N 0.43 5.27 0.82
C 1.11 6.46 1.28
H -1.53 4.17 3.28
H 0.07 4.88 3.54
H -1.24 5.89 2.95
H 0.59 4.96 -0.13
H 0.86 7.33 0.67
H 2.20 6.33 1.26
H 0.83 6.67 2.31
*
```

=====

DFT (ωB97M-V with the def2-TZVPD basis set) results for a 4-piece molecular cluster, C12H33NO4S2 overall in a non-equilibrium geometry.

Results
LUMO energy	0.0050	Eh
HOMO level	-5.5	eV
calculated total energy	-44316.426	eV

Geometry as ORCA input:
```
! wB97M-V def2-TZVPD RIJCOSX def2/J DEFGRID3
* xyz 0 1
C 45.41 22.93 7.18
C 43.92 22.70 7.68
N 43.20 21.38 7.52
C 42.78 21.39 6.01
C 43.98 20.07 7.64
C 44.31 19.89 9.11
C 41.92 21.39 8.35
C 40.96 20.22 8.21
O 40.17 20.22 9.41
C 39.09 19.34 9.47
H 45.67 23.79 7.30
H 45.30 22.77 6.24
H 46.12 22.31 7.64
H 43.22 23.64 7.30
H 43.98 22.93 8.70
H 41.89 20.85 5.66
H 43.57 21.44 5.16
H 42.23 22.27 5.71
H 44.90 20.12 7.16
H 43.50 19.30 7.21
H 45.04 20.49 9.52
H 44.50 18.70 9.34
H 43.59 20.07 9.75
H 41.06 22.16 8.12
H 42.06 21.52 9.42
H 41.39 19.26 8.19
H 40.33 20.27 7.40
H 38.18 19.79 8.81
H 38.79 19.21 10.57
H 39.34 18.37 9.41
O 41.42 24.93 5.35
H 41.31 25.04 6.36
C 44.62 26.99 7.04
S 42.94 27.34 6.41
O 42.38 28.17 7.67
C 43.46 28.56 5.16
H 45.01 27.82 7.52
H 45.26 26.73 6.13
H 44.48 26.16 7.69
H 42.57 29.02 4.66
H 44.17 28.05 4.68
H 43.90 29.38 5.64
C 39.49 26.34 9.21
S 40.09 24.81 8.49
O 41.16 24.22 9.29
C 38.72 23.85 8.92
H 39.01 26.16 10.24
H 38.71 26.70 8.74
H 40.33 27.19 9.26
H 38.80 22.73 8.88
H 37.92 24.15 8.04
H 38.33 24.30 9.84
*
```

=====

DFT (ωB97M-V with the def2-TZVPD basis set) results for a 4-piece molecular cluster, C12H33NO7 overall in a non-equilibrium geometry.

Results
LUMO energy	0.0160	Eh
HOMO level	-5.5	eV
calculated total energy	-28789.669	eV

Geometry as ORCA input:
```
! wB97M-V def2-TZVPD RIJCOSX def2/J DEFGRID3
* xyz 0 1
N -0.45 -0.37 0.38
H 0.64 -0.08 0.65
H -0.96 0.39 0.74
H -0.80 -1.25 0.69
H -0.42 -0.45 -0.56
O -2.62 -0.78 2.73
H -3.20 -0.66 3.49
C -3.11 1.81 -1.20
O -2.78 0.42 -1.35
C -3.06 -0.20 -2.66
C -2.60 -1.65 -2.57
O -1.46 -1.81 -2.20
C -0.75 -3.07 -2.44
C 0.69 -2.93 -2.28
O 1.01 -2.64 -0.89
C 2.30 -2.81 -0.47
H -2.94 2.14 -0.19
H -4.16 1.93 -1.42
H -2.42 2.56 -1.75
H -2.60 0.33 -3.56
H -4.17 -0.08 -2.79
H -2.90 -2.45 -3.47
H -3.38 -2.21 -1.86
H -0.91 -3.55 -3.45
H -1.00 -3.79 -1.47
H 0.97 -2.00 -2.89
H 1.38 -3.80 -2.67
H 2.52 -2.47 0.56
H 2.92 -2.22 -1.00
H 2.67 -3.90 -0.59
C 1.20 2.01 -2.41
O 1.60 2.00 -1.00
C 1.07 3.11 -0.19
C 1.90 3.04 1.07
O 1.55 2.16 1.83
C 2.25 1.94 3.09
C 1.46 0.87 3.87
O 1.24 -0.25 3.05
C 0.55 -1.20 3.81
H 1.48 3.11 -2.85
H 0.18 2.07 -2.41
H 1.61 1.23 -2.83
H -0.06 3.00 0.09
H 1.27 4.02 -0.66
H 1.74 4.05 1.41
H 2.87 2.96 0.80
H 2.40 2.77 3.73
H 3.23 1.73 2.78
H 0.63 1.31 4.42
H 2.16 0.44 4.74
H 1.28 -1.55 4.61
H 0.23 -2.17 3.19
H -0.27 -1.03 4.34
*
```

=====

DFT (ωB97M-V with the def2-TZVPD basis set) results for C12H34AsBiN2O3SSi2 as an isolated structure.

Results
LUMO energy	-0.2326	Eh
HOMO level	-14.0	eV
calculated total energy	-115374.877	eV

Geometry as ORCA input:
```
! wB97M-V def2-TZVPD RIJCOSX def2/J DEFGRID3
* xyz 2 1
Bi 0.52 -1.41 -0.76
C 5.29 -2.70 0.42
O 4.14 -2.97 1.27
C 2.98 -2.57 0.85
O 2.76 -1.98 -0.22
N 1.98 -2.90 1.71
N 0.69 -2.44 1.45
H 6.15 -2.86 1.06
H 5.26 -1.68 0.06
H 5.29 -3.41 -0.40
H 2.20 -3.31 2.61
H 0.41 -1.71 2.10
H 0.02 -3.21 1.50
C -3.54 -4.44 0.15
C -3.89 -2.96 0.28
S -2.84 -1.96 -0.76
O -1.58 -1.71 0.14
C -3.71 -0.40 -0.78
C -3.20 0.48 -1.91
H -4.18 -5.02 0.81
H -2.51 -4.64 0.43
H -3.70 -4.79 -0.87
H -3.75 -2.58 1.29
H -4.91 -2.75 -0.04
H -3.53 0.03 0.21
H -4.77 -0.63 -0.88
H -2.13 0.69 -1.80
H -3.72 1.43 -1.90
H -3.37 0.01 -2.88
C -0.80 1.08 3.02
Si -0.41 2.15 1.56
C -1.92 2.81 0.73
C 0.77 3.52 1.97
As 1.14 0.82 0.31
Si 1.76 1.98 -1.70
C 3.37 2.80 -1.30
C 0.46 3.20 -2.20
C 1.95 0.64 -2.99
H -1.41 1.62 3.74
H 0.13 0.79 3.53
H -1.35 0.18 2.73
H -2.23 3.68 1.32
H -2.76 2.11 0.72
H -1.73 3.15 -0.29
H 0.35 4.14 2.76
H 0.95 4.16 1.10
H 1.73 3.14 2.31
H 3.26 3.43 -0.41
H 3.69 3.44 -2.13
H 4.15 2.07 -1.10
H 0.25 3.91 -1.39
H -0.47 2.72 -2.49
H 0.83 3.78 -3.05
H 2.60 -0.17 -2.66
H 2.41 1.04 -3.90
H 0.98 0.24 -3.30
*
```

=====

DFT (ωB97M-V with the def2-TZVPD basis set) results for a 5-piece molecular cluster, C12H34BrN2O6 overall in a non-equilibrium geometry.

Results
LUMO energy	0.1068	Eh
HOMO level	-5.3	eV
calculated total energy	-98304.272	eV

Geometry as ORCA input:
```
! wB97M-V def2-TZVPD RIJCOSX def2/J DEFGRID3
* xyz -1 1
Br -1.08 -0.10 0.86
C 2.98 -2.45 0.43
C 2.80 -1.63 -0.85
C 3.70 -2.16 -1.96
O 3.56 -1.38 -3.11
C 4.64 -1.52 -4.00
N 1.40 -1.57 -1.28
H 2.20 -2.23 1.15
H 3.95 -2.23 0.89
H 2.98 -3.52 0.22
H 3.13 -0.61 -0.61
H 3.48 -3.22 -2.18
H 4.73 -2.15 -1.57
H 4.49 -0.85 -4.84
H 4.72 -2.57 -4.33
H 5.58 -1.23 -3.50
H 0.85 -1.22 -0.49
H 1.07 -2.52 -1.41
C -2.87 0.45 -2.85
C -1.99 1.67 -3.05
C -2.65 2.90 -2.44
O -1.81 4.03 -2.59
C -2.46 5.20 -2.14
N -0.63 1.42 -2.50
H -2.47 -0.47 -3.27
H -3.85 0.60 -3.31
H -3.05 0.32 -1.78
H -1.86 1.79 -4.13
H -2.84 2.72 -1.37
H -3.62 3.09 -2.92
H -2.69 5.13 -1.08
H -3.37 5.34 -2.73
H -1.77 6.03 -2.28
H -0.78 1.03 -1.56
H -0.33 2.37 -2.25
C -3.50 -4.33 3.35
C -2.75 -3.00 3.27
O -1.88 -3.15 2.15
O -2.59 -5.39 3.54
H -4.09 -4.39 2.43
H -4.15 -4.33 4.22
H -2.17 -2.80 4.18
H -3.41 -2.15 3.09
H -1.69 -2.27 1.76
H -1.93 -5.33 2.84
C 0.58 2.30 3.55
C 1.51 3.26 4.25
O 2.71 2.59 4.63
O 0.99 2.12 2.20
H -0.45 2.69 3.56
H 0.55 1.32 4.04
H 1.01 3.70 5.12
H 1.74 4.04 3.51
H 3.10 3.05 5.37
H 0.28 1.59 1.79
*
```